Entry 1:
A single C25H31N3O4S molecule at a distorted geometry, computed with ωB97M-V with the def2-TZVPD basis set.

Its energy above the lowest of the compared OMol25 structures with the same formula, charge and spin is 9.8 kcal per mole. The SMILES is Cc1ccc(S(=O)(=O)N2CCN(C(=O)CCC(=O)N[C@@H]3CCCc4ccccc43)CC2)cc1. The net charge is 0.

Each line ends with the natural charge from an NBO analysis.
Element x y z (Å)
C1 1.2103 2.0207 -5.9967  -0.64
C2 0.6824 1.2064 -4.8575  0.03
C3 0.7192 1.6972 -3.5566  -0.24
C4 0.2110 0.9550 -2.5049  -0.12
C5 -0.3364 -0.2863 -2.7605  -0.37
S1 -0.9474 -1.2888 -1.4233  2.33
O1 -2.0323 -2.1092 -1.8743  -0.94
O2 -1.1877 -0.4455 -0.2773  -0.98
N1 0.3744 -2.2988 -1.1755  -0.67
C6 0.0357 -3.6528 -0.7997  -0.24
C7 -0.4287 -3.7164 0.6609  -0.23
N2 0.4486 -2.9122 1.4904  -0.45
C8 0.1672 -2.4814 2.7492  0.70
O3 0.9797 -1.8359 3.3830  -0.64
C9 -1.1865 -2.8430 3.3254  -0.49
C10 -2.2469 -1.8037 2.9273  -0.48
C11 -1.8153 -0.4267 3.4317  0.69
O4 -1.9352 -0.0888 4.5916  -0.64
N3 -1.2823 0.3501 2.4746  -0.64
C12 -0.7579 1.6790 2.7404  -0.10
C13 -1.8213 2.7478 2.4694  -0.40
C14 -1.9626 2.9773 0.9701  -0.40
C15 -0.6662 3.5816 0.4444  -0.41
C16 0.5195 2.7342 0.8133  -0.05
C17 1.6874 2.8242 0.0620  -0.22
C18 2.7935 2.0520 0.3605  -0.22
C19 2.7440 1.1709 1.4285  -0.22
C20 1.5949 1.0819 2.1913  -0.22
C21 0.4803 1.8615 1.8983  0.05
C22 1.7048 -2.5266 0.8857  -0.25
C23 1.4422 -1.7087 -0.3819  -0.24
C24 -0.3853 -0.7970 -4.0435  -0.16
C25 0.1224 -0.0479 -5.0886  -0.22
H1 1.6483 1.3825 -6.7601  0.22
H2 0.3962 2.5813 -6.4566  0.23
H3 1.9579 2.7316 -5.6548  0.22
H4 1.1502 2.6686 -3.3653  0.22
H5 0.2303 1.3281 -1.4934  0.24
H6 0.9069 -4.2883 -0.9761  0.21
H7 -0.7752 -3.9720 -1.4542  0.25
H8 -1.4485 -3.3267 0.7036  0.21
H9 -0.4336 -4.7612 1.0022  0.20
H10 -1.0826 -2.8154 4.4121  0.25
H11 -1.4963 -3.8435 3.0217  0.22
H12 -2.3933 -1.7733 1.8468  0.21
H13 -3.1899 -2.0659 3.4101  0.24
H14 -1.2541 0.0358 1.5139  0.43
H15 -0.4969 1.6893 3.8061  0.24
H16 -2.7642 2.4180 2.9075  0.22
H17 -1.5280 3.6801 2.9569  0.20
H18 -2.7989 3.6478 0.7628  0.21
H19 -2.1539 2.0258 0.4689  0.21
H20 -0.7105 3.7014 -0.6415  0.21
H21 -0.5319 4.5797 0.8763  0.21
H22 1.7227 3.5141 -0.7708  0.20
H23 3.6891 2.1350 -0.2384  0.21
H24 3.6018 0.5601 1.6688  0.21
H25 1.5447 0.3906 3.0193  0.25
H26 2.2450 -1.9249 1.6183  0.27
H27 2.2938 -3.4207 0.6537  0.19
H28 2.3513 -1.6493 -0.9910  0.20
H29 1.1383 -0.6965 -0.1070  0.24
H30 -0.8302 -1.7661 -4.2019  0.24
H31 0.0858 -0.4363 -6.0956  0.22

Force components x, y, z for each atom (eV/Å):
-0.06 0.03 -0.02
0.01 -0.01 0.12
-0.02 -0.11 -0.08
-0.09 0.04 0.17
-0.22 -0.14 0.48
0.52 -0.14 -0.28
0.08 -0.16 -0.22
0.21 0.10 -0.29
-0.97 0.56 -0.26
-0.42 -0.37 0.14
-0.18 -0.36 -0.05
0.13 0.15 -0.33
-0.10 -0.37 0.12
0.10 0.21 0.39
0.01 0.14 0.09
0.08 0.07 0.22
-0.36 -0.33 -0.34
-0.03 0.02 0.42
0.14 0.30 -0.36
-0.25 0.04 0.36
0.01 -0.18 -0.06
0.07 0.28 0.14
-0.22 -0.05 -0.02
0.06 0.05 0.02
0.11 -0.01 0.04
0.03 0.06 -0.14
0.03 -0.07 0.11
0.08 0.03 0.01
0.13 0.04 -0.09
0.13 0.17 -0.07
0.58 0.33 0.15
-0.06 -0.10 -0.14
-0.03 -0.03 0.15
0.06 0.00 -0.07
0.00 0.06 -0.07
0.06 0.06 -0.03
0.06 0.11 0.04
0.04 0.10 0.12
-0.08 0.08 -0.03
0.13 -0.24 0.12
0.03 -0.11 0.04
-0.10 0.07 -0.09
0.05 -0.07 -0.12
-0.02 0.00 0.01
-0.04 -0.04 -0.02
0.04 0.09 -0.06
-0.03 -0.14 0.19
0.01 0.03 -0.21
0.05 0.02 0.09
-0.02 0.07 0.04
-0.02 -0.07 -0.04
-0.08 -0.02 -0.07
0.05 0.05 0.01
-0.04 0.03 -0.07
-0.01 0.07 -0.10
0.08 0.01 -0.05
0.09 -0.06 0.05
-0.01 -0.09 0.09
0.01 -0.12 -0.18
0.03 0.08 0.04
-0.02 0.06 0.11
0.26 -0.02 0.12
-0.03 -0.14 -0.13
-0.01 -0.06 -0.10

***

Entry 2:
2 unconnected molecules or ions with the total composition C25H31N4O at a distorted geometry, computed with ωB97M-V with the def2-TZVPD basis set.

Its energy above the lowest of the compared OMol25 structures with the same formula, charge and spin is 21.8 kcal per mole. The net charge is +1.

Each line ends with the natural charge from an NBO analysis.
Element x y z (Å)
C1 -1.9145 4.4113 2.3400  -0.42
N1 -1.6786 2.9946 2.4994  -0.45
C2 -2.7038 2.1237 2.7393  0.68
O1 -3.8842 2.4310 2.8755  -0.57
C3 -2.0999 0.7215 2.8140  -0.14
C4 -2.6459 -0.2169 1.7377  -0.42
C5 -4.1264 -0.4771 1.8941  0.06
C6 -5.0041 -0.1710 0.8502  -0.24
C7 -6.3807 -0.3108 1.0362  -0.18
C8 -6.8756 -0.8024 2.2514  -0.21
C9 -5.9898 -1.1616 3.2754  -0.19
C10 -4.6116 -1.0095 3.0925  -0.25
N2 -0.6645 0.9803 2.6655  -0.32
C11 0.2190 -0.0378 2.6721  0.24
C12 1.5943 0.1284 2.4982  -0.38
C13 2.5485 -0.8726 2.4387  -0.03
C14 3.9435 -0.5600 2.3406  -0.04
C15 4.9592 -1.5507 2.5001  -0.18
C16 6.3094 -1.2448 2.4052  -0.16
C17 6.7321 0.0769 2.1904  -0.11
C18 8.1269 0.4038 2.1102  0.24
N3 9.2628 0.6816 2.0465  -0.23
C19 5.7672 1.0826 2.0546  -0.17
C20 4.4132 0.7751 2.0964  -0.16
C21 -0.3447 2.4092 2.4465  0.33
C22 0.2761 2.6690 1.0653  -0.64
C23 0.5179 3.0091 3.5689  -0.64
H1 -2.9871 4.6037 2.4143  0.27
H2 -1.3909 4.9818 3.1171  0.21
H3 -1.5536 4.7539 1.3622  0.21
H4 -2.3062 0.3053 3.8184  0.24
H5 -2.4430 0.2275 0.7492  0.22
H6 -2.0898 -1.1653 1.7996  0.21
H7 -4.5930 0.2126 -0.0876  0.21
H8 -7.0627 -0.0262 0.2334  0.22
H9 -7.9518 -0.9045 2.3998  0.23
H10 -6.3649 -1.5514 4.2232  0.22
H11 -3.9040 -1.2757 3.8830  0.20
H12 -0.2048 -1.0352 2.8393  0.22
H13 1.9322 1.1588 2.4256  0.20
H14 2.2058 -1.9525 2.5623  0.29
H15 4.6626 -2.5801 2.7128  0.21
H16 7.0621 -2.0291 2.5011  0.25
H17 6.0949 2.1138 1.9054  0.24
H18 3.7083 1.5916 1.9302  0.21
H19 -0.4316 2.3672 0.2804  0.23
H20 0.4952 3.7395 0.9625  0.24
H21 1.2043 2.1093 0.9299  0.22
H22 -0.0481 2.9885 4.5103  0.24
H23 1.4472 2.4539 3.7107  0.22
H24 0.7653 4.0489 3.3186  0.24
C24 1.3083 -3.3966 0.8001  -0.42
N4 2.2276 -3.2436 1.9467  -0.62
C25 1.9889 -4.3283 2.9247  -0.42
H25 1.5467 -2.6578 0.0291  0.21
H26 1.4088 -4.4116 0.3827  0.20
H27 0.2735 -3.2532 1.1348  0.20
H28 3.1868 -3.3188 1.5975  0.37
H29 2.7301 -4.2716 3.7278  0.21
H30 0.9858 -4.2164 3.3525  0.20
H31 2.0582 -5.3081 2.4301  0.20

Force components x, y, z for each atom (eV/Å):
0.30 0.43 -0.07
-0.46 -0.47 0.04
-1.11 0.67 0.21
1.72 -0.66 -0.24
-0.57 0.08 0.60
0.05 -0.14 -0.37
-0.12 -0.13 -0.03
-0.02 0.10 0.41
0.10 -0.17 0.18
0.29 0.07 -0.08
0.19 0.02 -0.16
-0.36 0.19 -0.27
1.41 -2.01 0.01
-1.30 1.18 0.06
1.46 0.43 -0.35
-1.78 2.22 1.92
2.13 0.93 -0.46
-0.76 0.32 -0.09
0.26 0.02 0.03
-0.76 -0.35 0.09
2.58 0.59 -0.12
-2.61 -0.64 0.14
-0.15 0.16 -0.07
-0.06 -0.64 0.11
0.05 0.86 -0.17
-0.13 -0.20 -0.15
-0.16 -0.17 0.20
0.21 -0.18 0.01
-0.18 -0.07 -0.11
-0.15 -0.04 0.16
0.12 0.22 -0.41
-0.03 -0.18 0.26
-0.11 0.18 -0.09
-0.25 -0.07 0.27
0.16 -0.14 0.26
0.34 0.03 -0.04
0.05 0.10 -0.32
-0.34 0.03 -0.14
0.08 0.39 -0.10
-0.17 -0.38 -0.08
0.59 1.20 -0.23
0.21 0.33 -0.02
-0.28 0.22 0.03
-0.16 -0.35 -0.01
0.26 -0.29 0.08
0.22 0.11 0.18
-0.07 -0.32 0.00
-0.16 0.22 -0.08
0.20 0.03 -0.21
-0.12 0.21 0.03
-0.07 -0.30 0.11
0.38 -0.18 0.12
-0.64 -3.59 -0.84
0.25 -0.02 -0.37
-0.08 -0.10 0.09
-0.23 0.34 -0.09
0.20 -0.03 -0.05
-0.40 -0.05 0.06
-0.15 -0.03 -0.08
0.20 -0.01 -0.08
-0.06 0.07 0.32

***

Entry 3:
A single C25H31N5O2S molecule at a distorted geometry, computed with ωB97M-V with the def2-TZVPD basis set.

Its energy above the lowest of the compared OMol25 structures with the same formula, charge and spin is 0.0 kcal per mole. The SMILES is O=C(CCCc1nc2ccccc2s1)NNC(=O)CCN1CCN(Cc2ccccc2)CC1. The net charge is 0.

Each line ends with the natural charge from an NBO analysis.
Element x y z (Å)
O1 -0.6445 -1.1995 -0.4329  -0.65
C1 -1.3072 -0.4971 -1.1736  0.66
C2 -1.6900 -0.9057 -2.5837  -0.49
C3 -0.4646 -1.4353 -3.3336  -0.39
C4 0.3364 -0.3146 -4.0125  -0.46
C5 0.7376 0.7349 -3.0440  0.14
N1 1.6863 0.6382 -2.2003  -0.46
C6 1.8031 1.7449 -1.4114  0.17
C7 2.7530 1.9420 -0.4143  -0.23
C8 2.7352 3.1248 0.2957  -0.23
C9 1.7848 4.1103 0.0318  -0.23
C10 0.8390 3.9425 -0.9607  -0.19
C11 0.8593 2.7619 -1.6814  -0.25
S1 -0.1625 2.2681 -2.9936  0.34
N2 -1.8097 0.6836 -0.7587  -0.45
N3 -1.5426 1.1420 0.5293  -0.49
C12 -1.6726 2.4465 0.8335  0.66
O2 -2.1152 3.2717 0.0538  -0.66
C13 -1.3136 2.7441 2.2807  -0.49
C14 0.0237 2.1466 2.7383  -0.22
N4 0.0878 0.7019 2.5815  -0.47
C15 -0.6656 -0.0468 3.5734  -0.23
C16 -0.7185 -1.5118 3.1461  -0.23
N5 0.6293 -2.0448 3.0837  -0.44
C17 0.6689 -3.4823 2.8368  -0.23
C18 0.1173 -3.9048 1.4959  -0.06
C19 -1.2387 -4.1601 1.3349  -0.20
C20 -1.7565 -4.4712 0.0906  -0.21
C21 -0.9231 -4.5374 -1.0115  -0.22
C22 0.4316 -4.3009 -0.8600  -0.22
C23 0.9460 -3.9854 0.3839  -0.14
C24 1.4088 -1.2835 2.1202  -0.25
C25 1.4444 0.1835 2.5360  -0.21
H1 -2.4203 -1.7117 -2.4806  0.24
H2 -2.1571 -0.0795 -3.1210  0.21
H3 -0.7741 -2.1456 -4.1014  0.21
H4 0.1699 -1.9553 -2.6138  0.24
H5 1.2365 -0.7455 -4.4553  0.24
H6 -0.2648 0.1400 -4.8026  0.21
H7 3.4844 1.1725 -0.2242  0.23
H8 3.4693 3.2927 1.0705  0.22
H9 1.7904 5.0227 0.6090  0.22
H10 0.0976 4.6978 -1.1650  0.23
H11 -2.2523 1.3798 -1.3468  0.43
H12 -0.9134 0.5572 1.1096  0.46
H13 -1.2780 3.8278 2.3973  0.24
H14 -2.1288 2.3691 2.9034  0.22
H15 0.8189 2.5790 2.1250  0.22
H16 0.2022 2.4475 3.7842  0.18
H17 -1.6816 0.3476 3.6349  0.20
H18 -0.1960 0.0294 4.5682  0.18
H19 -1.2861 -2.0843 3.8842  0.20
H20 -1.2286 -1.5787 2.1712  0.19
H21 1.7156 -3.7898 2.9218  0.20
H22 0.1037 -3.9608 3.6425  0.20
H23 -1.8963 -4.1179 2.1924  0.21
H24 -2.8155 -4.6597 -0.0186  0.21
H25 -1.3277 -4.7753 -1.9851  0.21
H26 1.0905 -4.3591 -1.7148  0.21
H27 2.0051 -3.8001 0.4933  0.20
H28 2.4273 -1.6785 2.1108  0.20
H29 0.9867 -1.3529 1.1078  0.22
H30 2.0133 0.7519 1.7978  0.21
H31 1.9371 0.2788 3.5181  0.17

Force components x, y, z for each atom (eV/Å):
0.12 -0.18 0.10
-0.38 0.30 0.05
0.27 -0.24 0.08
-0.06 0.14 -0.06
-0.08 -0.40 -0.06
-0.42 0.85 -0.24
0.47 -0.95 -0.12
-0.43 0.91 0.17
0.00 0.02 -0.06
0.13 -0.07 0.02
-0.07 0.14 -0.04
0.02 0.13 0.09
0.07 -0.34 -0.09
0.53 -0.25 0.00
-0.36 0.72 0.33
0.14 -0.77 -0.37
-0.04 -0.18 0.22
-0.18 0.29 -0.32
0.16 -0.01 -0.04
-0.03 0.12 0.05
0.14 -0.06 0.24
-0.19 -0.24 -0.02
-0.07 0.20 0.17
0.02 0.04 0.09
0.02 0.04 0.06
0.03 -0.06 0.05
0.04 -0.01 0.02
-0.16 0.00 -0.03
-0.02 -0.02 -0.09
0.07 -0.03 -0.10
-0.03 -0.05 0.04
0.15 0.24 0.04
0.20 -0.23 -0.20
-0.05 0.08 0.04
-0.11 0.01 -0.02
0.01 -0.04 0.03
-0.02 -0.05 -0.06
-0.02 0.11 -0.05
0.05 -0.04 -0.06
0.09 -0.09 0.04
0.06 0.01 0.07
0.00 0.09 0.05
-0.07 0.10 0.03
0.13 -0.22 0.05
-0.07 0.13 -0.14
-0.05 -0.06 -0.05
-0.03 0.06 0.02
-0.04 -0.05 0.08
0.04 -0.01 -0.07
-0.01 0.00 0.01
-0.04 0.04 -0.03
-0.04 0.00 -0.03
-0.05 0.01 0.09
-0.07 -0.06 0.01
0.07 -0.05 -0.04
-0.05 0.01 0.09
-0.07 -0.03 -0.01
-0.03 -0.04 -0.07
0.05 0.00 -0.07
0.12 0.03 0.03
0.04 -0.01 -0.03
0.12 0.03 0.07
-0.04 -0.02 0.07
0.00 0.03 -0.03

***

Entry 4:
A molecular structure, C25H32BrClMgN3O8P2 at a distorted geometry, computed with ωB97M-V with the def2-TZVPD basis set.

Its energy above the lowest of the compared OMol25 structures with the same formula, charge and spin is 0.0 kcal per mole. The net charge is -1.

Each line ends with the Löwdin charge.
Element x y z (Å)
Mg1 0.4527 -1.1395 1.4462  0.50
C1 -0.4515 2.7108 2.3054  -0.27
P1 -1.2919 1.3512 1.4048  1.03
C2 -1.0899 2.1516 -0.3365  -0.32
N1 -1.6917 3.2897 -0.5328  0.14
C3 -1.5686 3.7668 -1.7980  -0.23
C4 -2.2700 4.9152 -2.1514  -0.04
C5 -2.0727 5.5158 -3.3658  -0.07
C6 -1.2733 4.8481 -4.3433  -0.10
C7 -0.7159 3.6668 -4.0742  -0.04
C8 -0.7589 3.1208 -2.7618  -0.20
N2 0.0182 2.0180 -2.5045  0.12
C9 -0.1538 1.4790 -1.2983  -0.34
P2 0.7864 -0.0637 -0.9260  1.05
C10 0.5044 -1.1255 -2.4387  -0.21
C11 2.5427 0.6185 -0.9877  -0.71
C12 3.0335 1.0106 -2.3569  -0.11
C13 3.5141 -0.3725 -0.4285  -0.12
C14 2.6423 1.8182 0.0065  -0.08
C15 -3.0497 1.5918 1.8215  -0.70
C16 -3.9908 1.3003 0.5576  -0.07
C17 -3.3302 0.4326 2.8917  -0.09
C18 -3.4638 2.9106 2.4332  -0.12
H1 -0.8969 3.6724 1.9868  0.04
H2 0.5998 2.7338 1.9933  0.03
H3 -0.5296 2.7094 3.4106  0.06
H4 -2.9196 5.2803 -1.4061  0.10
H5 -2.5014 6.5576 -3.3986  0.12
H6 -1.1959 5.2580 -5.3184  0.09
H7 -0.0367 3.0330 -4.7727  0.15
H8 0.2518 -0.4759 -3.3243  0.05
H9 -0.3701 -1.7391 -2.1748  0.02
H10 1.3185 -1.7965 -2.6010  0.02
H11 2.9806 0.2202 -3.1070  0.08
H12 4.0616 1.3613 -2.2604  0.08
H13 2.4226 1.8465 -2.8075  0.08
H14 3.6888 -1.2520 -0.9971  0.06
H15 3.1929 -0.7214 0.5613  0.07
H16 4.4863 0.1905 -0.3702  0.10
H17 1.9568 2.5752 -0.3710  0.07
H18 3.6877 2.2290 -0.0017  0.10
H19 2.4287 1.4795 0.9965  0.03
H20 -3.6220 0.4342 0.0430  0.03
H21 -4.0080 2.1079 -0.1710  0.06
H22 -4.9677 1.0707 1.0047  0.08
H23 -3.1497 -0.5376 2.4131  0.05
H24 -4.3648 0.4095 3.2437  0.07
H25 -2.5723 0.6055 3.7223  0.10
H26 -3.3755 3.6678 1.7278  0.04
H27 -2.8388 3.2151 3.3162  0.09
H28 -4.4809 2.8198 2.6553  0.06
Br1 4.8900 -4.4478 0.3086  0.78
C19 3.3765 -5.5002 0.6760  -0.60
C20 3.4606 -6.8629 0.9842  -0.14
C21 2.3396 -7.5447 1.3284  -0.12
C22 1.0920 -6.9552 1.3039  -0.08
C23 0.9794 -5.6285 0.9348  0.00
C24 2.1199 -4.8568 0.6900  -0.15
C25 1.8889 -3.4122 0.3312  -0.66
O1 2.0669 -3.0102 -0.8125  0.01
O2 1.4753 -2.7289 1.3239  -0.09
H29 4.3557 -7.3925 0.9320  0.08
H30 2.4573 -8.5844 1.5720  0.10
H31 0.2354 -7.5353 1.5619  0.09
H32 0.0134 -5.1300 0.7799  0.12
O3 0.5002 -0.8294 3.7238  -0.13
N3 1.4303 -0.0401 3.6743  -0.23
O4 1.7286 0.2595 2.5234  -0.22
O5 -1.1055 -3.3521 -0.4569  -0.31
Cl1 -2.0049 -2.5525 0.3179  0.73
O6 -3.2712 -3.2124 0.5071  -0.31
O7 -2.2090 -1.2658 -0.4078  -0.40
O8 -1.3875 -2.1873 1.6489  -0.41

Force components x, y, z for each atom (eV/Å):
-0.53 0.54 1.06
-0.08 1.15 0.07
1.07 0.15 -0.84
1.13 -1.51 1.29
0.22 -0.94 -0.49
0.50 -0.81 -0.55
0.59 0.16 -0.80
-0.35 0.81 0.81
-1.33 1.48 0.05
2.49 -2.70 -0.07
0.10 0.24 -0.26
-1.17 -0.21 1.37
-1.28 1.53 -0.72
0.62 -0.46 -0.22
-1.34 1.52 -0.06
-0.03 0.42 0.36
-0.99 1.46 -1.18
1.08 0.05 1.06
0.38 0.09 -1.71
-1.88 -1.40 -0.20
0.85 0.15 1.60
1.45 0.78 -0.55
2.02 -0.58 1.04
0.17 -0.34 0.04
-0.16 -0.17 0.30
0.15 -0.52 -0.60
-0.58 0.78 0.70
0.46 -1.33 -0.91
0.17 0.45 -0.72
-1.43 1.49 0.92
0.43 -0.69 0.83
0.25 0.22 -0.18
0.65 -0.18 -0.07
0.15 -0.27 0.25
0.12 -0.04 -0.13
0.65 -0.68 0.57
-0.05 -0.72 -0.78
0.37 0.20 -0.03
-0.65 -0.68 0.29
0.01 0.45 0.47
-0.87 -0.35 -0.13
-0.29 0.09 0.62
0.03 -0.62 -0.20
-0.21 0.26 0.28
0.00 0.21 -0.51
0.21 0.17 0.29
0.11 0.44 0.14
-1.15 -0.56 -0.65
0.27 1.57 -1.38
-0.83 -0.45 -0.57
-1.66 0.02 0.85
0.42 -0.10 -0.06
-1.45 0.20 0.34
-0.13 1.87 -0.41
-0.66 -0.70 0.14
0.10 0.39 -0.14
-0.19 0.50 -0.06
0.63 -1.05 -0.53
0.18 0.11 0.15
0.05 -0.16 -0.05
0.24 -0.13 0.02
1.59 -0.49 -0.01
-0.15 -0.35 0.14
-0.57 -0.24 0.03
0.36 -0.34 0.39
-1.36 -1.28 0.23
0.17 0.35 1.68
0.98 0.64 -2.35
0.14 -0.27 0.45
-0.73 2.15 -0.59
0.91 0.34 0.38
0.19 -1.49 0.93
-0.55 -0.64 -1.44

***

Summary of molecular weight in g mol⁻¹
469.6, 403.5, 465.6, 704.2
(order as listed above)
Summary of LUMO energy in eV
0.4, -4.9, 0.6, 1.5
(order as listed above)